# C52H69N2O8P3

A 7-piece molecular cluster, C52H69N2O8P3 overall (ωB97M-V/def2-TZVPD, the OMol25 dataset).

Each line ends with the Löwdin charge.
CARTESIAN COORDINATES (ANGSTROEM)
C  -7.13  -0.61  1.94  -0.032
C  -7.22  -1.34  0.48  -0.291
O  -8.42  -1.76  -0.03  -0.058
N  -5.89  -1.58  -0.26  -0.166
C  -5.98  -0.87  -1.61  -0.113
C  -5.83  -3.08  -0.41  -0.214
C  -4.32  -3.72  -0.37  -0.186
C  -3.50  -3.43  1.06  -0.179
C  -2.05  -4.15  0.92  -0.130
C  -0.78  -3.17  0.61  -0.357
C  -1.17  -1.79  -0.25  -0.136
P  -1.25  -0.22  0.87  0.748
O  -2.10  0.88  0.06  -0.414
O  -2.01  -0.49  2.42  -0.221
O  0.30  0.51  1.18  -0.232
N  -0.21  -2.95  2.03  0.041
C  1.27  -2.54  2.08  -0.269
O  1.97  -2.19  3.16  -0.024
C  1.67  -2.66  0.49  -0.408
P  3.53  -2.96  0.11  0.830
P  4.85  -1.95  1.52  0.489
O  5.00  -2.85  2.85  -0.427
O  4.38  -0.32  1.92  -0.277
O  6.45  -1.90  0.77  -0.266
C  0.55  -3.72  -0.16  -0.219
C  1.20  -5.18  0.16  -0.182
C  0.21  -6.47  -0.05  -0.349
C  1.15  -7.67  -0.73  -0.119
C  -0.23  -7.03  1.43  -0.117
H  -6.10  -0.03  2.00  0.089
H  -8.04  0.11  2.13  0.094
H  -7.11  -1.49  2.75  0.104
H  -7.06  -0.94  -2.10  0.102
H  -5.76  0.29  -1.50  0.108
H  -5.23  -1.29  -2.42  0.094
H  -6.54  -3.67  0.35  0.145
H  -6.26  -3.33  -1.49  0.132
H  -4.46  -4.91  -0.39  0.125
H  -3.65  -3.48  -1.32  0.096
H  -3.49  -2.27  1.21  0.092
H  -4.15  -3.89  1.95  0.132
H  -1.92  -4.85  1.87  0.116
H  -2.13  -4.90  0.00  0.106
H  -0.34  -1.54  -1.08  0.118
H  -2.17  -1.94  -0.88  0.111
H  -1.33  -0.49  3.16  0.093
H  0.38  1.43  0.79  0.089
H  -0.14  -3.83  2.62  0.131
H  1.57  -1.52  0.15  0.109
H  3.73  -2.31  -1.18  -0.063
H  4.25  -0.33  2.93  0.098
H  6.33  -1.61  -0.20  0.078
H  0.51  -3.55  -1.34  0.148
H  2.09  -5.34  -0.62  0.100
H  1.72  -5.19  1.22  0.133
H  -0.67  -6.31  -0.81  0.115
H  2.31  -7.51  -0.47  0.093
H  0.89  -8.73  -0.24  0.081
H  1.05  -7.71  -1.91  0.075
H  -1.38  -7.23  1.56  0.081
H  0.40  -7.98  1.77  0.096
H  0.05  -6.19  2.22  0.068
C  -1.39  5.15  0.83  -0.103
C  -1.59  3.95  1.51  -0.090
C  -1.05  3.76  2.78  -0.096
C  -0.32  4.79  3.39  -0.097
C  -0.12  5.99  2.71  -0.096
C  -0.65  6.17  1.43  -0.108
H  -1.80  5.30  -0.16  0.105
H  -2.17  3.16  1.04  0.081
H  -1.21  2.82  3.31  0.098
H  0.10  4.64  4.38  0.101
H  0.45  6.79  3.18  0.080
H  -0.49  7.11  0.91  0.107
C  -0.38  -5.29  -5.75  -0.098
C  -0.61  -5.49  -4.39  -0.115
C  -1.30  -4.53  -3.65  -0.105
C  -1.76  -3.37  -4.27  -0.091
C  -1.53  -3.17  -5.63  -0.086
C  -0.83  -4.13  -6.37  -0.086
H  0.16  -6.04  -6.32  0.109
H  -0.26  -6.40  -3.91  0.096
H  -1.48  -4.69  -2.59  0.076
H  -2.30  -2.62  -3.70  0.092
H  -1.89  -2.27  -6.12  0.104
H  -0.65  -3.97  -7.43  0.104
C  -4.40  -8.47  -7.55  -0.097
C  -4.61  -9.67  -6.88  -0.098
C  -4.07  -9.86  -5.61  -0.098
C  -3.34  -8.84  -5.00  -0.093
C  -3.13  -7.63  -5.68  -0.089
C  -3.66  -7.45  -6.96  -0.090
H  -4.82  -8.33  -8.55  0.100
H  -5.19  -10.47  -7.35  0.100
H  -4.22  -10.80  -5.08  0.099
H  -2.92  -8.98  -4.01  0.098
H  -2.56  -6.84  -5.21  0.070
H  -3.50  -6.51  -7.48  0.099
C  3.64  4.42  0.66  -0.092
C  4.56  4.85  -0.28  -0.109
C  4.13  5.47  -1.46  -0.101
C  2.76  5.66  -1.68  -0.092
C  1.84  5.23  -0.73  -0.089
C  2.27  4.61  0.44  -0.086
H  3.97  3.94  1.58  0.102
H  5.63  4.71  -0.11  0.101
H  4.85  5.80  -2.20  0.100
H  2.42  6.14  -2.59  0.100
H  0.77  5.38  -0.90  0.087
H  1.55  4.27  1.18  0.084
C  6.39  7.29  2.12  -0.096
C  7.46  7.51  2.98  -0.095
C  8.24  8.66  2.86  -0.098
C  7.93  9.60  1.87  -0.099
C  6.86  9.39  1.01  -0.099
C  6.09  8.23  1.13  -0.096
H  5.79  6.39  2.21  0.090
H  7.70  6.77  3.75  0.100
H  9.08  8.82  3.53  0.099
H  8.53  10.50  1.78  0.099
H  6.62  10.12  0.25  0.099
H  5.25  8.06  0.46  0.096
C  1.11  10.02  6.06  -0.097
C  1.40  8.93  5.24  -0.101
C  2.23  9.09  4.13  -0.100
C  2.78  10.34  3.84  -0.092
C  2.49  11.43  4.66  -0.097
C  1.65  11.27  5.77  -0.098
H  0.46  9.89  6.92  0.100
H  0.98  7.95  5.47  0.095
H  2.45  8.24  3.49  0.093
H  3.43  10.46  2.98  0.098
H  2.91  12.41  4.44  0.100
H  1.42  12.12  6.40  0.099

## Properties
molecular weight	943.05	g/mol
structure (SMILES)	CC(=O)N(C)CCCC[C@@]1(CP(=O)(O)O)NC(=O)[C@@H](PP(=O)(O)O)[C@H]1CC(C)C.c1ccccc1.c1ccccc1.c1ccccc1.c1ccccc1.c1ccccc1.c1ccccc1
2S+1	1
energy relative to the best compared isomer or geometry (same formula, charge and spin)	272.78	kcal/mol
orbital gap	9.1	eV